<1>
The molecule C8H8O4. Source: the Open Molecules 2025 dataset; level of theory: ωB97M-V/def2-TZVPD.

Cartesian coordinates (Å):
O -0.48 -0.69 3.07
C 0.68 0.04 2.91
O 1.22 -0.27 1.67
O 0.72 0.74 0.75
C -0.33 0.00 -0.11
O -1.24 -0.65 0.55
C -0.58 0.95 -1.28
C -1.50 0.22 -2.25
C -0.93 -0.97 -2.21
C 0.27 -0.54 -1.37
C 1.32 0.39 -1.95
C 0.67 1.54 -1.79
H -0.49 -1.59 3.44
H 1.59 -0.24 3.68
H 0.40 1.02 3.14
H -1.01 -1.07 1.37
H -2.28 0.58 -2.71
H -1.23 -1.90 -2.58
H 2.31 -0.05 -2.31
H 0.89 2.49 -2.00

The calculation puts the orbital gap at 8.6 eV. As for the SMILES: OCOO[C@]1(O)[C@@]23C=C[C@]21C=C3. The value obtained for the LUMO energy is 0.575 eV. The value obtained for the HOMO energy is -8.0 eV.

Atomic partial charges in e from the natural (NBO) method, atoms 1 to 2: number 1, O, carries -0.759; number 2, C, carries 0.216

<2>
The molecule C8H8O4. Source: the Open Molecules 2025 dataset; level of theory: ωB97M-V/def2-TZVPD.

Cartesian coordinates (Å):
C -0.93 2.25 0.11
C -0.10 0.96 0.15
C 1.33 0.97 0.21
C 2.07 -0.24 0.09
O 3.42 -0.17 -0.18
C 1.42 -1.42 0.17
C 0.06 -1.40 0.02
O -0.61 -2.55 -0.17
C -0.83 -0.29 0.01
C -2.31 -0.22 -0.09
O -2.98 0.71 -0.43
O -2.87 -1.39 0.28
H -1.64 2.33 0.96
H -0.16 3.04 -0.05
H -1.51 2.25 -0.80
H 1.74 2.08 0.10
H 3.79 0.72 -0.67
H 2.13 -2.31 -0.13
H -0.01 -3.36 -0.32
H -2.02 -1.96 0.75

The calculation puts the orbital gap at 9.3 eV. As for the SMILES: Cc1cc(O)cc(O)c1C(=O)O. The value obtained for the LUMO energy is 0.328 eV. The value obtained for the HOMO energy is -8.9 eV.

Atomic partial charges in e from the natural (NBO) method, atoms 1 to 2: number 1, C, carries -0.648; number 2, C, carries 0.133

Bottom line: <2>, by a margin of 0.3032 hartree.

<1>
The molecule C2H4NPS. Source: the Open Molecules 2025 dataset; level of theory: ωB97M-V/def2-TZVPD.

Cartesian coordinates (Å):
C 0.17 0.74 -1.07
C -0.18 -0.59 1.15
N 1.09 1.52 0.15
P 1.12 0.83 1.53
S -1.10 -0.12 -0.23
H -0.37 1.44 -1.70
H 0.77 0.11 -1.75
H 0.12 -1.72 0.96
H -0.82 -0.65 2.07

Its spin multiplicity is 3. The calculation puts the orbital gap (spin up / spin down) at 7.1 / 5.9 eV. The value obtained for the LUMO energy (spin up / spin down) is 0.780 / -3.178 eV. The value obtained for the HOMO energy (spin up / spin down) is -6.4 / -9.1 eV.

Atomic partial charges in e from the natural (NBO) method, atoms 1 to 2: number 1, C, carries -0.398; number 2, C, carries -0.843

<2>
The molecule C2H4NPS. Source: the Open Molecules 2025 dataset; level of theory: ωB97M-V/def2-TZVPD.

Cartesian coordinates (Å):
C -0.55 0.66 0.32
C -0.33 -0.74 -0.26
N 0.56 1.48 0.06
P 2.32 0.52 -0.03
S 1.46 -1.32 0.11
H -1.35 0.99 -0.24
H -0.79 0.82 1.33
H -0.92 -1.63 0.13
H -0.39 -0.78 -1.41

Its spin multiplicity is 3. The calculation puts the orbital gap (spin up / spin down) at 7.9 / 7.8 eV. The value obtained for the LUMO energy (spin up / spin down) is 0.655 / -1.574 eV. The value obtained for the HOMO energy (spin up / spin down) is -7.3 / -9.4 eV.

Atomic partial charges in e from the natural (NBO) method, atoms 1 to 2: number 1, C, carries -0.359; number 2, C, carries -0.489

Bottom line: <2>, by a margin of 0.0691 hartree.

<1>
A structure of composition C3H4N2O3. Source: the Open Molecules 2025 dataset; level of theory: ωB97M-V/def2-TZVPD.

Cartesian coordinates (Å):
C -0.36 -1.38 0.07
C 0.62 0.41 0.03
O 0.71 1.76 -0.03
O 1.85 -0.13 0.02
N -0.35 -0.19 1.01
N -0.45 -0.32 -1.01
C -1.33 0.25 -0.04
O -2.35 0.85 -0.02
H -0.15 2.20 0.04
H 2.47 0.54 -0.29
H 0.57 -1.95 0.06
H -1.24 -2.01 0.17

The calculation puts the orbital gap at 10.0 eV. The value obtained for the LUMO energy is 0.494 eV. The value obtained for the HOMO energy is -9.5 eV.

Atomic partial charges in e from the natural (NBO) method, atoms 1 to 2: number 1, C, carries -0.130; number 2, C, carries 0.731

<2>
A structure of composition C3H4N2O3. Source: the Open Molecules 2025 dataset; level of theory: ωB97M-V/def2-TZVPD.

Cartesian coordinates (Å):
C -2.23 -0.73 -0.67
C -0.23 0.15 -0.14
C 0.91 0.68 -0.09
H -3.04 -0.85 -1.75
H -1.71 -1.88 -0.40
H -2.97 -0.36 0.32
H 2.04 2.40 -0.01
N 0.93 -1.17 1.20
N 1.61 -0.15 0.64
O -1.38 0.28 -0.76
O -0.21 -1.02 0.64
O 1.24 1.90 -0.59

The calculation puts the orbital gap at 9.7 eV. The value obtained for the LUMO energy is 0.465 eV. The value obtained for the HOMO energy is -9.3 eV.

Atomic partial charges in e from the natural (NBO) method, atoms 1 to 2: number 1, C, carries -0.290; number 2, C, carries 0.486

Bottom line: <1>, by a margin of 0.1222 hartree.